(1)
Below is C3H6BrCl2OP in the gas phase in a non-equilibrium geometry, with properties calculated with ωB97M-V/def2-TZVPD.

Each atom is followed by the atoms it is bonded to, with distances in Å.
Element x y z (Å)
1 C -0.7443 1.1325 0.3928  C2 1.470, H9 1.073, H10 1.189, H11 1.148
2 C 0.4132 0.2970 0.0412  C1 1.470, C3 1.550, P5 1.852, H12 1.076
3 C 0.6768 -0.8258 1.0759  C2 1.550, Cl6 1.824, Cl7 1.808, H13 1.039
4 O 0.7291 -1.9348 -1.4364  P5 1.467
5 P 0.0464 -0.6387 -1.5141  C2 1.852, O4 1.467, Br8 2.276, H14 1.456
6 Cl 1.1930 -0.1420 2.6863  C3 1.824
7 Cl -0.8180 -1.8243 1.2722  C3 1.808
8 Br 0.3291 1.0598 -3.0021  P5 2.276
9 H -1.4667 0.6144 0.9934  C1 1.073
10 H -0.5212 2.0120 1.1612  C1 1.189
11 H -1.2055 1.5156 -0.5860  C1 1.148
12 H 1.3331 0.8259 -0.1397  C2 1.076
13 H 1.4178 -1.5147 0.8412  C3 1.039
14 H -1.3827 -0.5770 -1.7860  P5 1.456

Net charge: 0
E_LUMO (spin up / spin down) (hartree): 0.02240 / -0.18687
Maximum force (eV/Å): 4.8
Multiplicity: 3
Electronic energy (eV): -109627.3288

(2)
Below is 2 unconnected molecules or ions with the total composition ClH2OPS in a non-equilibrium geometry, with properties calculated with ωB97M-V/def2-TZVPD.

Each atom is followed by the atoms it is bonded to, with distances in Å.
Element x y z (Å)
1 O 1.3357 2.0372 1.3792  P2 1.435
2 P 0.6036 0.9580 0.7802  O1 1.435, S3 2.218
3 S -1.5725 1.3848 0.8348  P2 2.218, H4 1.365
4 H -1.8737 0.0546 0.7873  S3 1.365
5 Cl 0.6852 -2.8119 -1.7077  H6 1.252
6 H 0.8217 -1.6227 -2.0738  Cl5 1.252

Net charge: 0
E_LUMO (hartree): -0.03561
Relative energy (zero: lowest compared OMol25 entry of this formula, charge and spin) (kJ/mol): 122.0
Structure (SMILES): O=PS.Cl
Maximum force (eV/Å): 2.7
Multiplicity: 1
Electronic energy (eV): -34726.7212

(3)
Below is C5H5N in the gas phase in a non-equilibrium geometry, with properties calculated with ωB97M-V/def2-TZVPD.

Each atom is followed by the atoms it is bonded to, with distances in Å.
Element x y z (Å)
1 C -1.0053 1.1396 0.0260  N2 1.320, C5 1.397, H7 1.078
2 N -1.7352 0.0414 -0.0239  C1 1.320, C3 1.552
3 C -0.7561 -1.1522 0.1309  N2 1.552, C4 1.435, H8 1.039, H9 1.061
4 C 0.5385 -0.6371 0.4732  C3 1.435, C5 1.711, C6 1.492
5 C 0.3612 1.0562 0.3020  C1 1.397, C4 1.711, C6 1.485
6 C 1.5898 0.2928 -0.0337  C4 1.492, C5 1.485, H10 1.200, H11 1.039
7 H -1.6341 2.0060 -0.0996  C1 1.078
8 H -0.6217 -1.5464 -0.8209  C3 1.039
9 H -1.0852 -1.9132 0.7926  C3 1.061
10 H 1.8396 0.4325 -1.1992  C6 1.200
11 H 2.5085 0.2805 0.4526  C6 1.039

Net charge: 0
E_LUMO (spin up / spin down) (hartree): -0.01530 / -0.02291
Relative energy (zero: lowest compared OMol25 entry of this formula, charge and spin) (kJ/mol): 635.1
Structure (SMILES): C1=NCC2=C1C2
Maximum force (eV/Å): 5.4
Multiplicity: 1
Electronic energy (eV): -6749.3255

Q: Number 2 is which compound?
A: ClH2OPS

Q: Number 3 is which compound?
A: C5H5N

Repeat the third record exactly.
Below is C5H5N in the gas phase in a non-equilibrium geometry, with properties calculated with ωB97M-V/def2-TZVPD.

Each atom is followed by the atoms it is bonded to, with distances in Å.
Element x y z (Å)
1 C -1.0053 1.1396 0.0260  N2 1.320, C5 1.397, H7 1.078
2 N -1.7352 0.0414 -0.0239  C1 1.320, C3 1.552
3 C -0.7561 -1.1522 0.1309  N2 1.552, C4 1.435, H8 1.039, H9 1.061
4 C 0.5385 -0.6371 0.4732  C3 1.435, C5 1.711, C6 1.492
5 C 0.3612 1.0562 0.3020  C1 1.397, C4 1.711, C6 1.485
6 C 1.5898 0.2928 -0.0337  C4 1.492, C5 1.485, H10 1.200, H11 1.039
7 H -1.6341 2.0060 -0.0996  C1 1.078
8 H -0.6217 -1.5464 -0.8209  C3 1.039
9 H -1.0852 -1.9132 0.7926  C3 1.061
10 H 1.8396 0.4325 -1.1992  C6 1.200
11 H 2.5085 0.2805 0.4526  C6 1.039

Net charge: 0
E_LUMO (spin up / spin down) (hartree): -0.01530 / -0.02291
Relative energy (zero: lowest compared OMol25 entry of this formula, charge and spin) (kJ/mol): 635.1
Structure (SMILES): C1=NCC2=C1C2
Maximum force (eV/Å): 5.4
Multiplicity: 1
Electronic energy (eV): -6749.3255